# 1
# C23H42O21

A 7-piece molecular cluster, C23H42O21 overall (ωB97M-V/def2-TZVPD, OMol25).

Geometry as XYZ:
```
86
C23H42O21 ωB97M-V/def2-TZVPD
C 12.99354 -18.69569 3.06720
C 13.39817 -20.03455 3.60367
C 13.46802 -20.07275 5.15717
O 12.85069 -21.32854 5.39401
C 12.22884 -21.72121 4.35704
O 11.48261 -22.66810 4.34961
O 12.49336 -21.01669 3.32104
H 12.02990 -18.37663 3.49223
H 12.89309 -18.67542 2.02746
H 13.74245 -17.88375 3.41004
H 14.30742 -20.34398 3.15347
H 12.92468 -19.23668 5.74413
H 14.43824 -20.09156 5.57344
C 15.70598 -21.56792 0.47497
C 15.33569 -21.77488 -0.99256
C 15.97859 -23.10212 -1.41906
O 14.90545 -23.94382 -1.42532
C 13.80958 -23.31342 -1.25456
O 12.68079 -23.79475 -1.22638
O 13.95627 -22.05132 -1.13306
H 15.65162 -22.44115 1.08326
H 15.04812 -20.85866 1.00860
H 16.66440 -21.14516 0.54785
H 15.58377 -20.92515 -1.66496
H 16.85735 -23.44449 -0.90614
H 16.28033 -23.08873 -2.44739
C 15.53431 -23.57837 6.18995
O 14.72411 -24.35097 5.23801
C 14.60408 -24.00078 3.94924
O 15.22991 -22.84120 3.49697
O 13.73254 -24.74347 3.23053
C 13.46955 -24.27403 1.92875
H 15.01583 -22.61256 6.30985
H 16.52630 -23.36837 5.81910
H 15.56167 -24.09403 7.15663
H 12.70161 -25.04481 1.65993
H 14.30528 -24.35602 1.23913
H 12.98322 -23.32076 2.04480
C 13.53083 -21.14391 8.54982
O 13.40717 -19.77626 8.40204
C 12.62221 -19.01355 9.05190
O 11.73345 -19.37163 10.07171
O 12.76672 -17.80097 8.66002
C 12.08775 -16.70638 9.31215
H 14.36166 -21.55345 7.95713
H 12.66818 -21.50999 8.11065
H 13.64183 -21.44652 9.59281
H 12.37472 -16.56593 10.38331
H 11.03817 -16.68349 9.21460
H 12.39180 -15.76476 8.82489
C 10.17191 -23.80174 0.83568
O 8.93247 -24.22843 0.34662
C 7.96917 -23.34632 0.09992
O 8.11212 -21.94466 0.39787
O 6.83799 -23.76963 -0.55631
C 5.98697 -22.88959 -1.18678
H 10.53421 -22.84970 0.43543
H 10.80057 -24.62003 0.52298
H 10.10306 -23.67739 1.97579
H 6.62584 -22.33455 -1.85357
H 5.56702 -22.10347 -0.54203
H 5.20347 -23.43066 -1.71491
C 11.12998 -25.15462 6.09005
O 11.75006 -24.60674 7.23704
C 11.02308 -24.04947 8.26079
O 9.61970 -23.91125 8.15691
O 11.83510 -23.51471 9.23188
C 11.20059 -22.76942 10.23946
H 11.74677 -25.09246 5.19553
H 10.24790 -24.61149 5.86625
H 10.89568 -26.17077 6.21453
H 11.88289 -22.70207 11.13916
H 10.30972 -23.30169 10.60400
H 10.72476 -21.81504 9.88121
C 17.32374 -20.32596 4.10906
O 17.37595 -21.00901 5.38173
C 16.97985 -20.35420 6.44186
O 16.52576 -19.04915 6.28861
O 17.04417 -20.96399 7.64565
C 16.74414 -20.22306 8.82398
H 16.41112 -19.73353 3.90748
H 17.52085 -21.07165 3.34332
H 18.07619 -19.60423 4.12017
H 17.49749 -19.47971 8.93731
H 16.90625 -20.84377 9.67725
H 15.82888 -19.68307 8.76166
```

Calculated values
Orbital gap, eV: 9.8
Strongest force on any atom, eV/A: 9.66
Energy above the lowest of the compared OMol25 structures with the same formula, charge and spin, eV: 1.306
SMILES: C[C@H]1COC(=O)O1.C[C@H]1COC(=O)O1.COC(=O)OC.COC(=O)OC.COC(=O)OC.COC(=O)OC.COC(=O)OC

***

# 2
# C20H21N3O2S2

One molecule with the formula C20H21N3O2S2 (ωB97M-V/def2-TZVPD, OMol25).

Geometry as XYZ:
```
48
C20H21N3O2S2 ωB97M-V/def2-TZVPD
C 3.09779 4.06476 -1.48131
O 2.25384 2.96212 -1.71508
C 2.21130 2.41866 -2.95310
C 2.94010 2.87357 -4.04861
C 2.82406 2.23839 -5.26723
C 1.98716 1.13619 -5.43550
C 1.92588 0.50615 -6.77504
C 1.05460 -0.71834 -6.92008
O 2.55039 0.95356 -7.71260
C 1.25740 0.68605 -4.33509
C 1.35177 1.31397 -3.10886
C 0.58004 0.82426 -1.93207
S 1.67935 -0.18952 -0.85651
C 0.56744 -0.47171 0.43199
N -0.63588 -0.02816 0.48543
N -1.30049 -0.38107 1.58054
C -0.62609 -1.10999 2.40157
N -1.01901 -1.62221 3.58053
C -2.25062 -1.48477 4.22495
C -3.28072 -0.72495 3.68123
C -4.48308 -0.60662 4.34927
C -4.68881 -1.23874 5.56873
C -6.00196 -1.11793 6.28044
C -3.65295 -1.99553 6.09831
C -2.43423 -2.13407 5.45326
C -1.34464 -2.96494 6.07025
S 1.03658 -1.44455 1.83114
H 4.14612 3.81212 -1.66571
H 2.96737 4.31470 -0.42966
H 2.81383 4.92438 -2.09608
H 3.60204 3.71974 -3.95629
H 3.38830 2.58559 -6.11969
H 0.01920 -0.46842 -6.69929
H 1.38211 -1.49528 -6.23310
H 1.12399 -1.08655 -7.94042
H 0.59817 -0.16341 -4.42285
H 0.22542 1.64276 -1.30839
H -0.25108 0.18379 -2.22066
H -0.33115 -2.17874 4.06431
H -3.12327 -0.23350 2.73592
H -5.27347 -0.01219 3.91546
H -6.75486 -1.73105 5.78455
H -5.91858 -1.44847 7.31270
H -6.35160 -0.08747 6.26775
H -3.79743 -2.49472 7.04643
H -1.68535 -3.38643 7.01220
H -0.45773 -2.36321 6.27469
H -1.06202 -3.79150 5.41663
```

Calculated values
Orbital gap, eV: 8.1
Strongest force on any atom, eV/A: 1.83
Energy above the lowest of the compared OMol25 structures with the same formula, charge and spin, eV: 2.742
SMILES: COc1ccc(C(C)=O)cc1CSc1nnc(Nc2ccc(C)cc2C)s1

***

# 3
# C2H4BrI

One molecule with the formula C2H4BrI (ωB97M-V/def2-TZVPD, OMol25).

Geometry as XYZ:
```
8
C2H4BrI ωB97M-V/def2-TZVPD
Br 0.10379 -1.29235 -1.95652
C -0.12447 -0.99248 -0.09795
C -0.05387 0.80963 0.02212
I -0.48012 1.40204 2.09778
H -1.05181 -1.40155 0.31090
H 0.62952 -1.34165 0.51576
H -0.80095 1.09278 -0.66166
H 1.03375 0.88657 -0.10237
```

Calculated values
Orbital gap, eV: 9.8
Strongest force on any atom, eV/A: 5.60
Energy above the lowest of the compared OMol25 structures with the same formula, charge and spin, eV: 1.201
SMILES: BrCCI

***

# 4
# C22H20BaF6N4O8S4

C22H20BaF6N4O8S4 as an isolated structure (ωB97M-V/def2-TZVPD, OMol25).

Geometry as XYZ:
```
65
C22H20BaF6N4O8S4 ωB97M-V/def2-TZVPD
Ba 0.36256 -0.80359 0.06091
O 3.09389 6.48419 2.46380
C 1.84713 6.59743 1.95932
O 1.24902 7.62888 2.07780
C 1.27417 5.40304 1.25692
C 1.85633 4.14221 1.25806
C 1.25467 3.09277 0.58579
C 0.05357 3.26898 -0.08966
C -0.51599 4.54574 -0.11426
C 0.08365 5.59004 0.55918
N -0.46841 2.11991 -0.74213
C -1.54988 2.19035 -1.40198
C -2.06890 1.07276 -2.21563
C -3.18420 1.28988 -3.01644
C -3.65019 0.24941 -3.80527
C -2.98294 -0.96150 -3.75629
C -1.87737 -1.08959 -2.92061
N -1.42174 -0.09216 -2.17000
H 3.47849 5.63022 2.24332
H 2.78019 3.93270 1.78563
H 1.72565 2.12393 0.56496
H -1.42564 4.74568 -0.66208
H -0.35566 6.57809 0.55312
H -2.14112 3.10562 -1.46863
H -3.66636 2.25898 -3.02277
H -4.51178 0.38599 -4.44581
H -3.30211 -1.80377 -4.35481
H -1.31756 -2.01300 -2.86276
F 0.01356 0.99961 5.42983
C 0.84457 0.12103 4.87635
F 2.08207 0.57515 4.96812
F 0.73791 -1.03451 5.51293
S 0.37694 -0.07668 3.06861
O 1.41420 0.58540 2.32323
O -0.95044 0.44581 2.88716
N 0.34632 -1.70045 2.77091
S 1.87226 -2.37876 2.55799
O 2.77470 -2.02005 3.60517
O 2.33814 -2.32755 1.19489
C 1.39177 -4.14568 2.79671
F 0.40092 -4.47197 1.96493
F 1.00761 -4.35725 4.05136
F 2.46182 -4.89082 2.52507
O 0.67294 -2.29243 -2.19131
N 1.88589 -2.33340 -2.72322
C 2.30747 -3.53093 -3.19842
C 3.55052 -3.70726 -3.73360
C 4.41839 -2.60823 -3.78054
C 3.98473 -1.40091 -3.30288
C 2.68756 -1.22807 -2.76853
S 2.15895 0.33667 -2.30184
H 1.56803 -4.31106 -3.10497
H 3.83532 -4.68235 -4.09997
H 5.41690 -2.71260 -4.18361
H 4.61781 -0.52670 -3.31062
C -4.69447 -1.84590 -0.06794
S -3.22073 -1.44599 0.86766
C -3.45599 -2.56753 2.24360
O -2.11012 -2.04787 0.07166
H -4.66677 -2.90935 -0.30556
H -4.64445 -1.25458 -0.98146
H -5.58595 -1.58691 0.50158
H -4.44002 -2.41699 2.68580
H -2.67384 -2.34074 2.96611
H -3.34401 -3.58335 1.86512
```

Calculated values
Orbital gap, eV: 6.3
Strongest force on any atom, eV/A: 2.48

***

# 5
# C6H9BN2O2

A 2-piece molecular cluster, C6H9BN2O2 overall (ωB97M-V/def2-TZVPD, OMol25).

Geometry as XYZ:
```
20
C6H9BN2O2 ωB97M-V/def2-TZVPD
C -0.95775 -2.11936 -0.39391
N -0.65145 -1.67907 0.73746
N 0.08438 -0.56585 0.49028
C 0.71910 0.34828 1.35572
C 1.08443 1.54764 0.42918
C 0.96002 0.91841 -0.91504
C 0.32545 -0.27788 -0.83686
C -0.39089 -1.36958 -1.61197
H -1.44692 -3.09275 -0.39146
H 1.58843 -0.13199 1.71333
H 0.11153 0.68029 2.29477
H 0.26882 2.25544 0.68846
H 2.06314 1.86226 0.82947
H 1.05917 1.60641 -1.74772
H 0.45945 -1.98583 -2.02419
H -1.01241 -1.14642 -2.42757
O -2.88795 1.10971 -0.94845
B -3.09061 1.06460 0.23983
O -3.35258 0.72276 1.48174
H -2.75669 0.20771 2.03710
```

Calculated values
Orbital gap, eV: 7.5
Strongest force on any atom, eV/A: 3.54
Energy above the lowest of the compared OMol25 structures with the same formula, charge and spin, eV: 1.758
SMILES: C1=NN2CCC=C2C1.O=BO

***

# 6
# C18H30F12NaO18P2

C18H30F12NaO18P2 as an isolated structure (ωB97M-V/def2-TZVPD, OMol25).

Geometry as XYZ:
```
81
C18H30F12NaO18P2 ωB97M-V/def2-TZVPD
Na -1.03106 -3.73735 -2.02805
P 1.57943 -3.03702 -4.09395
F -0.03400 -3.37658 -4.17813
F 1.54804 -4.17809 -2.91474
F 1.77507 -4.22751 -5.19453
F 3.16170 -2.89757 -3.87877
F 1.54356 -2.04146 -5.35133
F 1.27203 -1.83805 -3.08736
P -0.48143 -1.23526 0.25633
F -1.36943 -0.00862 0.84084
F 0.84195 -0.79635 1.02273
F -0.88168 -2.09483 1.58295
F 0.32791 -2.46247 -0.44538
F -1.80114 -1.85354 -0.46794
F -0.13828 -0.37255 -1.06537
C 0.53650 2.46257 -2.39899
C 1.93375 1.81212 -2.54777
O 2.74311 2.77760 -1.90699
C 2.00202 3.56627 -1.12243
O 2.48324 4.31412 -0.32991
O 0.69853 3.34357 -1.31064
H -0.21490 1.70580 -2.18980
H 0.34284 2.97025 -3.34985
H 2.13937 1.66674 -3.60388
H 1.88601 0.85303 -2.02642
C 2.06544 -1.33413 3.49155
C 1.37245 -2.53657 4.14972
O 1.72952 -2.46734 5.52069
C 2.72170 -1.55116 5.67213
O 3.27448 -1.35832 6.72023
O 3.08100 -1.05518 4.50133
H 1.42373 -0.45231 3.50515
H 2.52932 -1.40056 2.51837
H 1.66266 -3.48591 3.69328
H 0.29014 -2.48541 4.03464
C -5.75990 -0.83386 1.81311
C -4.67780 -0.50777 0.80727
O -5.30865 0.47251 -0.02581
C -6.43888 0.91520 0.53933
O -7.10740 1.82449 0.16747
O -6.74427 0.16785 1.61212
H -5.46270 -1.01943 2.84497
H -6.30600 -1.75552 1.56518
H -4.41102 -1.35645 0.17740
H -3.72561 -0.15386 1.20055
C -4.88671 -3.51581 -4.92621
O -4.06308 -2.39629 -5.23448
C -3.12243 -1.99064 -4.39713
O -2.83927 -2.51673 -3.34248
O -2.63969 -0.86955 -4.87370
C -1.44777 -0.30454 -4.37684
H -5.22968 -3.41097 -3.89545
H -4.33416 -4.42138 -5.16607
H -5.77968 -3.43339 -5.54180
H -0.55400 -0.85165 -4.66944
H -1.33857 -0.40371 -3.29245
H -1.35029 0.70789 -4.74918
C 0.70223 6.58209 4.72458
O -0.06137 5.41980 4.48704
C 0.28041 4.65275 3.45849
O 0.99476 4.97304 2.56245
O -0.27347 3.46302 3.65278
C -0.17249 2.48081 2.63612
H 0.71324 6.78292 5.79325
H 0.20469 7.40483 4.20311
H 1.73817 6.63293 4.38701
H -1.13199 1.95871 2.57772
H 0.44827 1.66127 3.00348
H 0.05580 2.79809 1.62278
C 4.40781 1.34447 1.90037
O 5.00016 1.14437 0.62466
C 4.64116 0.18097 -0.21371
O 4.94539 0.18530 -1.36938
O 3.92156 -0.75128 0.43247
C 3.42444 -1.88773 -0.24892
H 4.87123 0.73058 2.67312
H 3.34205 1.13451 1.82837
H 4.55828 2.38270 2.18475
H 2.84579 -1.79907 -1.16624
H 2.81475 -2.43312 0.46750
H 4.24304 -2.57630 -0.47584
```

Calculated values
Orbital gap, eV: 9.6
Strongest force on any atom, eV/A: 2.53
Total charge: -1

***

# 7
# C3H10OS

A 3-piece molecular cluster, C3H10OS overall (ωB97M-V/def2-TZVPD, OMol25).

Geometry as XYZ:
```
15
C3H10OS ωB97M-V/def2-TZVPD
C 1.10420 -1.46549 -0.70751
C 0.05718 -0.10863 -1.40595
C 1.46922 -0.10467 -1.30691
S 0.31123 0.83891 1.58160
H 1.31801 -1.38819 0.40835
H 0.20394 -2.23831 -0.74187
H 1.88254 -2.14715 -1.15408
H -0.36559 -0.31991 -2.47543
H -0.55322 0.68074 -0.94463
H 2.13986 -0.09281 -2.22022
H 2.12825 0.46574 -0.48865
H 0.72303 2.15999 1.67137
H -2.03981 0.10541 0.55833
H -3.06909 0.55987 -0.55182
O -2.89139 -0.14191 0.14441
```

Calculated values
Orbital gap (spin up / spin down), eV: 8.4 / 7.2
Multiplicity: 2
Strongest force on any atom, eV/A: 4.97
Total charge: +1
Energy above the lowest of the compared OMol25 structures with the same formula, charge and spin, eV: 4.101

***

# 8
# C4H14NO

A 2-piece molecular cluster, C4H14NO overall (ωB97M-V/def2-TZVPD, OMol25).

Geometry as XYZ:
```
20
C4H14NO ωB97M-V/def2-TZVPD
C 0.05277 -1.17771 0.60508
C 1.38853 -0.85712 0.14630
C 1.71469 0.62626 0.24893
C 1.87172 1.49392 -1.07017
N -1.17836 -1.48014 -0.17101
H -0.43514 -0.36231 1.19482
H 0.11570 -2.04987 1.29254
H 1.53811 -1.48116 -0.74098
H 1.96057 -1.32772 0.95082
H 2.63649 0.71990 1.02615
H 0.92542 1.01959 1.02913
H 2.55389 1.15044 -1.77558
H 0.99081 1.79477 -1.73089
H 2.21828 2.56974 -0.66546
H -1.32076 -2.28213 -0.78113
H -1.95128 -1.42047 0.51768
H -1.49684 -0.76880 -0.83993
H -3.79428 1.39689 0.04029
H -2.45486 1.93680 0.25078
O -2.92549 1.11915 0.23100
```

Calculated values
Orbital gap, eV: 11.2
Strongest force on any atom, eV/A: 4.65
Total charge: +1
Energy above the lowest of the compared OMol25 structures with the same formula, charge and spin, eV: 2.486